Entry 1:
Density functional theory data (wB97M-V/def2-TZVPD) for a 6-piece molecular cluster, C24H59NO6 overall in a non-equilibrium geometry.

Element x y z (Å)
C -22.50 23.26 -0.13
C -21.95 23.41 1.36
C -20.52 23.18 1.43
C -22.14 24.91 1.72
C -23.52 25.32 2.31
C -23.95 24.19 3.37
C -23.92 22.75 2.89
C -24.08 21.87 4.14
C -25.05 22.41 1.87
N -22.55 22.46 2.31
O -22.31 21.12 1.98
H -23.59 23.31 -0.25
H -22.07 24.06 -0.73
H -22.14 22.29 -0.49
H -20.09 23.40 2.41
H -20.31 22.16 1.12
H -20.02 23.64 0.57
H -21.39 25.21 2.45
H -22.12 25.46 0.78
H -23.40 26.24 2.87
H -24.35 25.40 1.61
H -24.92 24.45 3.80
H -23.30 24.38 4.22
H -23.16 21.87 4.73
H -24.24 20.81 3.98
H -24.79 22.21 4.90
H -24.74 21.80 1.03
H -25.68 23.25 1.57
H -25.77 21.78 2.39
H -22.93 20.89 1.29
C -15.70 23.85 0.76
C -15.40 23.86 2.24
C -16.17 24.70 3.30
O -15.13 22.51 2.70
H -15.53 24.80 0.26
H -16.73 23.49 0.65
H -15.02 23.15 0.28
H -14.43 24.36 2.18
H -15.54 24.84 4.18
H -17.02 24.04 3.44
H -16.58 25.68 3.04
H -15.64 22.33 3.50
C -21.64 15.15 4.30
C -22.81 15.68 5.08
C -22.42 15.62 6.59
O -23.40 16.92 4.67
H -20.89 15.93 4.36
H -21.85 15.05 3.23
H -21.42 14.15 4.67
H -23.55 14.91 4.84
H -21.52 16.23 6.72
H -22.22 14.58 6.81
H -23.27 16.05 7.12
H -24.34 16.78 4.77
C -20.76 19.18 4.76
C -19.85 20.51 4.67
C -18.82 20.55 3.60
O -20.79 21.57 4.52
H -20.09 18.45 5.22
H -21.13 18.79 3.81
H -21.56 19.34 5.48
H -19.35 20.60 5.63
H -18.43 19.53 3.62
H -18.12 21.38 3.62
H -19.31 20.75 2.65
H -21.43 21.44 3.81
C -24.25 17.49 -0.25
C -23.55 17.41 1.02
C -22.09 17.56 0.95
O -24.09 18.48 1.91
H -23.86 16.82 -1.02
H -24.26 18.48 -0.71
H -25.25 17.06 -0.23
H -23.86 16.40 1.27
H -21.62 18.53 1.12
H -21.71 17.24 -0.02
H -21.61 16.86 1.63
H -23.75 18.27 2.78
C -19.95 25.57 5.35
C -20.23 24.70 6.59
C -21.72 24.26 6.77
O -19.40 23.63 6.64
H -18.93 25.97 5.40
H -20.78 26.21 5.07
H -19.72 24.78 4.62
H -20.01 25.46 7.35
H -22.48 24.99 6.47
H -22.07 24.19 7.80
H -22.07 23.44 6.15
H -19.85 22.96 6.11

Output
2S+1 = 1
SMILES = CC1(C)CCCC(C)(C)N1O.CC(C)O.CC(C)O.CC(C)O.CC(C)O.CC(C)O
Net charge = 0
ΔE to the lowest compared entry with this formula, charge and spin = 376.4 kJ/mol

Entry 2:
Density functional theory data (wB97M-V/def2-TZVPD) for a 8-piece molecular cluster, C24H60BCl3F4N4O overall in a non-equilibrium geometry.

Element x y z (Å)
N 0.22 0.56 0.62
H -0.78 0.38 0.71
H 0.61 0.64 -0.33
H 0.80 -0.12 1.15
H 0.31 1.51 1.01
C 6.64 2.66 -1.67
C 5.53 2.07 -0.82
N 4.68 3.05 -0.04
C 5.58 3.85 0.85
C 4.00 3.99 -1.01
C 2.90 4.84 -0.42
C 3.73 2.21 0.73
C 4.09 1.78 2.17
O 5.20 0.93 2.05
C 5.80 0.63 3.30
H 7.49 2.99 -1.06
H 6.37 3.47 -2.35
H 7.08 1.90 -2.31
H 5.91 1.27 -0.19
H 4.79 1.59 -1.46
H 5.00 4.55 1.44
H 6.26 4.40 0.21
H 6.14 3.15 1.46
H 3.61 3.42 -1.86
H 4.80 4.65 -1.36
H 2.06 4.24 -0.07
H 2.52 5.51 -1.19
H 3.11 5.48 0.45
H 3.27 1.42 0.15
H 2.77 2.74 0.79
H 3.19 1.23 2.46
H 4.31 2.65 2.79
H 6.08 1.56 3.82
H 6.69 0.03 3.14
H 5.08 0.14 3.96
C -4.19 2.08 1.77
C -5.39 1.52 1.00
C -5.85 0.20 1.55
N -7.23 -0.27 1.13
C -7.25 -0.67 -0.32
C -8.27 0.82 1.43
C -9.58 0.04 1.61
C -9.18 -1.35 2.09
C -7.67 -1.42 1.99
H -4.49 2.04 2.83
H -3.87 3.09 1.58
H -3.35 1.40 1.66
H -5.07 1.44 -0.04
H -6.21 2.25 1.02
H -5.84 0.19 2.64
H -5.20 -0.63 1.26
H -6.56 -1.50 -0.45
H -6.81 0.15 -0.89
H -8.31 -0.83 -0.52
H -8.21 1.51 0.59
H -7.93 1.37 2.31
H -10.04 -0.02 0.62
H -10.30 0.55 2.23
H -9.66 -2.16 1.54
H -9.62 -1.44 3.09
H -7.39 -2.36 1.51
H -7.16 -1.34 2.94
C 0.70 -5.24 -5.16
C 0.39 -4.41 -3.92
C 1.67 -3.96 -3.25
N 1.45 -3.39 -1.87
C 0.32 -2.43 -1.85
C 2.74 -2.66 -1.50
C 3.69 -3.79 -1.10
C 2.77 -4.70 -0.30
C 1.35 -4.47 -0.82
H -0.24 -5.49 -5.65
H 1.10 -6.23 -4.91
H 1.32 -4.69 -5.86
H -0.26 -5.05 -3.31
H -0.21 -3.54 -4.19
H 2.15 -3.23 -3.89
H 2.33 -4.81 -3.13
H -0.66 -2.91 -1.73
H 0.32 -1.83 -2.76
H 0.37 -1.74 -1.01
H 2.59 -1.93 -0.71
H 3.11 -2.13 -2.37
H 4.49 -3.39 -0.47
H 4.15 -4.29 -1.96
H 2.77 -4.51 0.78
H 3.02 -5.75 -0.40
H 0.63 -4.17 -0.06
H 1.04 -5.41 -1.27
Cl 1.62 0.90 -2.33
Cl 1.77 -1.77 1.99
Cl -2.52 -0.64 -0.50
B 0.13 3.53 2.07
F 0.42 4.71 2.77
F 1.10 2.55 2.42
F -1.13 3.03 2.31
F 0.31 3.80 0.68

Output
2S+1 = 1
Net charge = 0
ΔE to the lowest compared entry with this formula, charge and spin = 0.0 kJ/mol

Entry 3:
Density functional theory data (wB97M-V/def2-TZVPD) for a 9-piece molecular cluster, C24H60Br2NO11S overall in a non-equilibrium geometry.

Element x y z (Å)
C 1.34 1.45 1.04
C 0.62 0.07 1.53
O -0.10 -0.55 0.44
C -1.53 -0.26 0.53
C -2.22 -1.72 0.60
C -1.74 -2.52 1.92
O -1.49 -3.77 1.79
O -1.52 -1.94 3.15
N -3.69 -1.72 0.36
S -4.59 -2.93 1.19
C -4.32 -0.41 0.29
Br -4.74 0.21 -1.57
C -4.67 0.44 1.35
C -5.36 1.87 1.23
Br -4.23 -0.09 3.23
H 0.61 2.21 0.60
H 2.14 1.22 0.25
H 1.88 1.94 1.92
H 0.03 0.19 2.49
H 1.50 -0.64 1.78
H -1.78 0.26 -0.47
H -1.80 0.40 1.42
H -1.75 -2.30 -0.28
H -5.50 -2.39 2.09
H -4.67 2.74 1.51
H -6.23 1.88 1.99
H -5.83 2.08 0.21
C 1.95 -0.64 6.35
C 1.98 -0.95 4.87
O 2.44 0.19 4.14
H 1.29 0.21 6.55
H 1.60 -1.51 6.92
H 2.94 -0.37 6.71
H 0.98 -1.21 4.51
H 2.65 -1.79 4.66
H 3.32 0.40 4.46
C 5.48 4.42 2.13
C 4.36 3.74 1.37
O 4.16 2.42 1.86
H 6.41 3.85 2.03
H 5.65 5.43 1.76
H 5.26 4.46 3.20
H 4.59 3.68 0.31
H 3.42 4.30 1.48
H 3.94 2.48 2.80
C 4.34 -2.26 -1.88
C 3.94 -0.93 -1.25
O 2.55 -0.72 -1.40
H 4.09 -2.28 -2.94
H 5.42 -2.43 -1.77
H 3.81 -3.09 -1.40
H 4.47 -0.11 -1.74
H 4.19 -0.91 -0.19
H 2.09 -1.45 -0.96
C 4.64 -2.96 9.21
C 4.68 -3.26 7.73
O 5.13 -2.12 7.00
H 3.98 -2.11 9.41
H 4.28 -3.82 9.78
H 5.63 -2.68 9.58
H 3.68 -3.51 7.36
H 5.34 -4.10 7.51
H 6.02 -1.91 7.32
C -6.78 -3.39 -3.54
C -5.42 -4.05 -3.61
O -4.43 -3.19 -3.06
H -6.78 -2.44 -4.09
H -7.55 -4.04 -3.97
H -7.05 -3.16 -2.51
H -5.14 -4.26 -4.65
H -5.41 -5.00 -3.06
H -4.67 -3.02 -2.14
C -1.27 0.97 -4.26
C -1.70 2.30 -3.68
O -3.10 2.49 -3.87
H -1.50 0.93 -5.33
H -0.19 0.83 -4.12
H -1.80 0.15 -3.78
H -1.18 3.13 -4.17
H -1.48 2.35 -2.61
H -3.55 1.77 -3.42
C 0.49 -2.11 -5.53
C 1.86 -2.75 -5.56
O 2.83 -1.87 -5.00
H 0.49 -1.17 -6.08
H -0.27 -2.77 -5.96
H 0.20 -1.87 -4.50
H 2.16 -2.96 -6.59
H 1.87 -3.69 -4.99
H 2.56 -1.69 -4.08
C -2.11 5.84 -5.54
C -3.21 5.76 -4.50
O -3.02 6.77 -3.51
H -1.13 5.71 -5.07
H -2.24 5.07 -6.31
H -2.10 6.82 -6.03
H -3.20 4.79 -4.01
H -4.19 5.91 -4.97
H -3.04 7.63 -3.96

Output
2S+1 = 1
Net charge = -1

Entry 4:
Density functional theory data (wB97M-V/def2-TZVPD) for C24H60Br4N4O10V as an isolated structure in a non-equilibrium geometry.

Element x y z (Å)
O 0.11 -0.11 -0.98
V -1.27 0.29 -0.30
O -0.95 1.43 0.83
O -2.60 -1.23 -1.58
C -3.39 -2.43 -1.76
C -4.58 -2.38 -2.74
O -4.35 -1.63 -3.94
H -3.65 -2.91 -0.82
H -2.69 -3.17 -2.14
H -5.50 -1.94 -2.35
H -4.83 -3.43 -2.89
O -4.56 1.61 -3.25
C -3.89 2.87 -3.09
C -2.51 2.76 -2.31
O -1.86 1.57 -2.18
H -4.61 3.60 -2.73
H -3.70 3.31 -4.07
H -2.75 3.06 -1.29
H -1.93 3.67 -2.46
Br 1.60 2.88 -3.00
C 1.19 3.16 -1.07
C 1.80 4.52 -0.56
Br 3.79 4.76 -0.70
H 1.48 2.34 -0.41
H 0.13 3.36 -0.91
H 1.57 4.53 0.50
H 1.39 5.29 -1.22
Br -4.75 4.26 2.72
C -3.59 4.74 1.20
C -2.15 4.94 1.53
Br -1.16 6.03 0.17
H -4.07 5.64 0.82
H -3.80 4.11 0.33
H -1.57 4.02 1.57
H -1.95 5.48 2.46
C 2.55 -4.42 2.24
C 2.61 -2.87 2.28
C 2.67 -2.24 0.85
O 2.99 -0.89 0.87
C 3.54 -0.34 -0.30
N 1.31 -2.35 2.77
H 3.19 -4.69 1.40
H 1.62 -4.96 2.08
H 3.03 -4.82 3.13
H 3.37 -2.44 2.93
H 1.69 -2.29 0.38
H 3.46 -2.73 0.28
H 2.95 -0.74 -1.14
H 4.52 -0.78 -0.46
H 3.39 0.73 -0.42
H 1.01 -2.80 3.62
H 1.56 -1.44 3.13
C 1.71 -1.22 -4.85
C 0.79 -2.37 -4.54
C 1.49 -3.54 -3.94
O 0.57 -4.65 -4.02
C 1.20 -5.88 -3.74
N -0.43 -2.07 -3.75
H 1.10 -0.51 -5.41
H 2.55 -1.53 -5.48
H 2.05 -0.79 -3.91
H 0.33 -2.63 -5.50
H 1.83 -3.29 -2.93
H 2.34 -3.83 -4.57
H 0.46 -6.69 -3.71
H 1.77 -5.92 -2.81
H 1.84 -6.19 -4.56
H 0.00 -1.67 -2.93
H -0.64 -3.00 -3.43
C 5.07 0.43 3.02
C 3.88 1.25 3.49
C 3.53 2.40 2.47
O 2.73 3.43 3.04
C 1.31 3.30 3.35
N 2.80 0.32 3.47
H 5.31 -0.43 3.63
H 5.93 1.08 3.14
H 4.98 0.04 2.01
H 4.08 1.59 4.51
H 3.06 1.99 1.57
H 4.48 2.77 2.08
H 0.76 3.13 2.42
H 0.92 4.20 3.84
H 1.06 2.51 4.05
H 2.88 -0.07 2.55
H 1.99 0.93 3.44
C -1.57 -0.45 3.47
C -2.23 -1.20 2.30
C -3.55 -0.70 1.64
O -3.54 0.38 0.74
C -4.78 0.92 0.36
N -1.27 -1.46 1.26
H -1.49 0.59 3.17
H -0.77 -0.94 4.03
H -2.31 -0.36 4.26
H -2.44 -2.20 2.68
H -4.21 -0.41 2.46
H -4.11 -1.55 1.26
H -4.84 1.78 -0.31
H -5.12 1.46 1.25
H -5.49 0.19 -0.04
H -1.45 -2.31 0.73
H -0.40 -1.77 1.68

Output
2S+1 = 1
Net charge = -3
ΔE to the lowest compared entry with this formula, charge and spin = 0.0 kJ/mol

Calculated values (eV) of frontier orbital gap for the records, taken in order: 9.05, 7.07, 6.58, 1.49.
Calculated values (eV) of HOMO for the records, taken in order: -8.50, -7.18, -4.40, 3.58.